Molecular formula: C9H22N2P
Method: DFT, ωB97M-V with the def2-TZVPD basis set

Results
Electronic energy, a.u.: -806.5943
Orbital gap, eV: 7.939
SMILES: C=C[C@@H](C)N(P)C(C)(C)CC[NH3+]
Total charge: +1
LUMO level, eV: -3.70
2S+1: 1

XYZ file:
```
34
Properties=species:S:1:pos:R:3:lowdin_charge:R:1
C 4.18037 -0.97752 0.71558 0.039
C 2.91057 -0.69550 1.05984 -0.193
C 1.99557 0.35056 0.51484 -0.356
C 2.56652 1.15574 -0.67664 -0.037
N 0.76521 -0.48048 0.09388 -0.385
P 0.94414 -1.70545 -0.98384 0.900
C -0.45282 0.31538 -0.03856 -0.595
C -0.59132 1.66612 0.62914 -0.078
C -0.74169 0.70605 -1.54747 -0.086
C -1.59382 -0.57406 0.47685 -0.152
C -2.99677 -0.37470 -0.14219 -0.161
N -3.94178 -1.09309 0.78112 0.151
H 4.59689 -1.74427 1.29067 0.048
H 4.63914 -0.54366 -0.06570 0.024
H 2.55791 -1.26608 2.04683 0.148
H 1.65185 1.00695 1.25449 0.102
H 3.02335 0.51700 -1.42306 0.065
H 3.28656 1.89544 -0.48300 0.071
H 1.62416 1.68955 -0.92623 0.061
H 1.90354 -2.47062 -0.30530 -0.070
H 1.75246 -0.94104 -1.72998 -0.093
H -0.50706 1.64428 1.77418 0.114
H -1.54961 2.27655 0.60165 0.106
H 0.07709 2.48691 0.14289 0.115
H -0.54597 0.00771 -2.36712 0.047
H -1.91675 0.85914 -1.86133 0.116
H -0.41253 1.73417 -1.87890 0.090
H -1.30160 -1.61068 0.25682 0.084
H -1.72656 -0.43620 1.50997 0.101
H -3.19662 -0.87277 -1.09431 0.131
H -3.39690 0.65593 -0.24542 0.139
H -3.56909 -2.00986 1.08455 0.176
H -4.93585 -1.18026 0.30551 0.234
H -3.96959 -0.61112 1.65559 0.145
```